Molecular formula: C3H7N2O
Method: DFT, the ωB97M-V functional and the def2-TZVPD basis

ORCA input file:
```
! RIJCOSX wB97M-V def2-TZVPD def2/J DEFGRID3
* xyz 1 1
C 2.121 0.226 -0.058
C 0.755 0.545 -0.327
C -0.967 -1.334 0.211
N -4.388 0.955 -0.034
N -3.467 0.411 0.216
O -1.940 -1.282 -0.370
H 2.662 1.026 0.393
H 2.377 -0.378 0.890
H 2.629 -0.270 -0.866
H 0.080 -0.285 -0.073
H 0.386 1.029 -1.321
H -0.426 -1.909 1.021
H 0.180 1.267 0.318
*
```

## Properties
Frontier orbital gap = 9.5806 eV
E_LUMO = -6.7 eV
ΔE to the lowest compared entry with this formula, charge and spin = 4.397 eV
Electronic energy = -8241.7424 eV